[1]
{
  "formula": "C17H14F3N2ORuS",
  "method": "ωB97M-V/def2-TZVPD",
  "relative_energy_ev": 1.058,
  "multiplicity": 5,
  "orbital_gap_ev": [8.51, 5.31],
  "e_homo_ev": [-11.343, -11.323],
  "charge": 1,
  "species": ["Ru", "N", "C", "O", "C", "C", "H", "H", "H", "H", "H", "H", "F", "C", "F", "F", "C", "C", "C", "C", "N", "C", "S", "H", "H", "H", "C", "C", "C", "C", "C", "C", "C", "C", "H", "H", "H", "H", "H"],
  "positions_angstrom": [[-0.31125, 0.03531, -0.05426], [0.37672, 4.14125, 0.94026], [-0.09312, 2.94608, 0.61745], [0.65626, 2.07861, 0.10756], [-1.52290, 2.59424, 0.86128], [-1.87789, 1.44495, -0.07181], [1.34269, 4.36955, 0.76993], [-0.22860, 4.84846, 1.32044], [-2.16844, 3.46670, 0.72585], [-1.61496, 2.30403, 1.91279], [-1.87163, 1.79980, -1.10768], [-2.86452, 1.05513, 0.14302], [2.67016, -4.35319, 0.01420], [3.79426, -3.64261, 0.07239], [4.46742, -4.01747, 1.16998], [4.54580, -3.96250, -0.99129], [3.56434, -2.14513, 0.10222], [4.70473, -1.34646, 0.16088], [4.58279, 0.02595, 0.18409], [3.30719, 0.58486, 0.15677], [2.22136, -0.16688, 0.10858], [2.33124, -1.50771, 0.07028], [0.73245, -2.19754, -0.05078], [5.68152, -1.81306, 0.18320], [5.45442, 0.66333, 0.22301], [3.14667, 1.65451, 0.17403], [-1.83871, -1.13005, -0.06783], [-2.76662, -1.92600, -0.04448], [-3.85195, -2.87167, -0.02374], [-3.85801, -3.90788, 0.90925], [-4.91422, -4.80445, 0.93516], [-5.95394, -4.68475, 0.02417], [-5.94290, -3.66062, -0.91185], [-4.90085, -2.74752, -0.93404], [-3.03950, -4.00354, 1.61083], [-4.92194, -5.60285, 1.66521], [-6.77373, -5.39062, 0.04355], [-6.75255, -3.56714, -1.62331], [-4.89202, -1.94194, -1.65660]],
  "forces_ev_per_a": [[0.3, -0.3, 0.2], [-0.1, 0.1, 0.0], [0.2, -0.2, -0.2], [-0.1, -0.1, 0.2], [0.0, 0.0, 0.1], [-0.1, 0.1, -0.2], [0.0, 0.0, 0.0], [0.0, 0.0, 0.0], [0.0, 0.0, 0.0], [0.0, 0.0, 0.0], [0.0, 0.0, -0.1], [0.0, 0.0, 0.0], [0.0, 0.0, 0.0], [-0.1, 0.2, 0.0], [0.0, 0.0, 0.0], [0.0, 0.0, 0.0], [0.1, 0.0, 0.0], [0.0, 0.0, 0.0], [0.0, 0.1, 0.0], [0.0, -0.1, 0.0], [0.1, 0.1, -0.1], [-0.1, 0.1, -0.1], [-0.3, 0.3, 0.0], [0.0, 0.0, 0.0], [0.0, 0.0, 0.0], [0.0, 0.0, 0.0], [0.3, 0.3, 0.0], [-0.7, -0.7, 0.0], [0.5, 0.5, 0.0], [0.0, -0.3, 0.1], [0.1, 0.0, 0.1], [0.0, 0.0, 0.0], [0.0, 0.1, -0.1], [-0.3, 0.0, -0.1], [0.0, 0.0, 0.0], [0.0, 0.0, 0.0], [0.0, 0.0, 0.0], [0.0, 0.0, 0.0], [0.0, 0.0, 0.0]],
  "mulliken_spin": [2.956, 0.008, -0.006, 0.046, -0.014, -0.016, -0.001, 0.000, 0.005, 0.010, 0.015, -0.009, 0.000, -0.001, 0.002, 0.002, 0.021, -0.033, 0.076, -0.011, 0.096, -0.009, 0.634, -0.001, 0.006, 0.003, -0.045, 0.182, -0.025, 0.049, -0.021, 0.048, -0.021, 0.051, 0.000, -0.001, 0.002, 0.000, 0.000]
}

[2]
{
  "formula": "C17H14F6N4O9S4Tl",
  "method": "ωB97M-V/def2-TZVPD",
  "relative_energy_ev": 0.064,
  "multiplicity": 2,
  "orbital_gap_ev": [7.34, 6.62],
  "e_homo_ev": [-3.036, -3.036],
  "charge": -2,
  "species": ["Tl", "C", "C", "C", "C", "C", "C", "C", "S", "O", "O", "N", "C", "C", "O", "O", "H", "H", "H", "H", "H", "H", "H", "H", "H", "F", "C", "F", "F", "S", "O", "O", "N", "S", "O", "O", "C", "F", "F", "F", "O", "N", "C", "C", "C", "C", "C", "H", "H", "H", "H", "H", "S", "C", "N"],
  "positions_angstrom": [[-1.91930, -0.24725, -0.77743], [-1.96507, -1.47056, 3.69401], [-1.43842, -0.24979, 2.98865], [-0.16974, -0.25779, 2.42310], [0.31254, 0.85935, 1.75214], [-0.48877, 1.98177, 1.64288], [-1.75603, 2.01923, 2.20494], [-2.22030, 0.90177, 2.87571], [0.11720, 3.40416, 0.72058], [-0.44206, 4.61341, 1.37206], [2.62620, 0.91151, -1.12221], [-0.61645, 3.01868, -0.70455], [-1.62313, 3.86962, -1.16661], [-3.14331, 3.24213, -0.94051], [-4.00415, 4.08973, -1.13586], [-3.18758, 2.04278, -0.63426], [-1.36789, -2.34576, 3.44319], [-2.99821, -1.67001, 3.40356], [-1.94722, -1.33516, 4.77898], [0.43402, -1.15394, 2.46501], [1.29696, 0.83732, 1.30144], [-2.36768, 2.90486, 2.09489], [-3.22106, 0.91059, 3.29409], [-1.59622, 3.94400, -2.25628], [-1.66012, 4.85189, -0.69718], [-0.69066, -6.00466, 0.87535], [0.60553, -5.66751, 0.85070], [1.09681, -5.83993, 2.08393], [1.23513, -6.51415, 0.03175], [0.76853, -3.91418, 0.29956], [0.28593, -3.92109, -1.04554], [0.05301, -3.16697, 1.29621], [2.34713, -3.82288, 0.37213], [3.17211, -2.57952, 0.83139], [4.52232, -2.68776, 0.36434], [2.49419, -1.31522, 0.72367], [3.35768, -2.82393, 2.65329], [4.08055, -1.82380, 3.17715], [3.99220, -3.97400, 2.91979], [2.17824, -2.85107, 3.27894], [0.53352, -0.22700, -1.86788], [0.84328, 0.87263, -2.50689], [0.07591, 1.37590, -3.49310], [0.43636, 2.54386, -4.12233], [1.59785, 3.20153, -3.72837], [2.37263, 2.67456, -2.71520], [1.97117, 1.49763, -2.10473], [-0.81926, 0.80206, -3.70195], [-0.20407, 2.93428, -4.89930], [1.88955, 4.12875, -4.20364], [3.27308, 3.15189, -2.35705], [2.11243, 0.10017, -0.89466], [-4.08091, -0.92672, -5.66845], [-3.33939, -0.57486, -4.24154], [-2.81509, -0.32055, -3.22793]],
  "forces_ev_per_a": [[-0.1, 0.0, 0.0], [0.0, 0.0, 0.0], [0.0, 0.0, 0.0], [0.1, 0.0, 0.0], [0.0, 0.0, 0.0], [0.0, 0.0, 0.0], [0.0, 0.0, 0.0], [0.0, 0.0, 0.0], [0.0, 0.0, 0.0], [0.0, 0.0, 0.0], [0.1, 0.3, -0.1], [0.1, 0.0, 0.0], [-0.1, 0.0, 0.0], [0.2, 0.1, -0.1], [0.0, 0.0, 0.0], [-0.1, -0.2, 0.0], [0.0, 0.0, 0.0], [0.0, 0.0, 0.0], [0.0, 0.0, 0.0], [0.0, 0.1, 0.0], [0.0, 0.0, 0.0], [0.0, 0.0, 0.0], [0.0, 0.0, 0.0], [0.0, 0.0, 0.0], [0.0, 0.0, 0.0], [0.0, 0.0, 0.0], [0.0, 0.0, 0.0], [0.0, 0.0, 0.0], [0.0, 0.0, 0.0], [0.1, 0.0, -0.1], [0.0, 0.0, 0.0], [0.0, 0.0, 0.0], [0.0, 0.0, 0.0], [0.1, 0.0, 0.0], [0.0, 0.0, 0.0], [0.0, 0.0, 0.0], [0.0, 0.0, 0.0], [0.0, 0.0, 0.0], [0.0, 0.0, 0.0], [0.0, 0.0, 0.0], [-0.1, 0.0, 0.0], [-0.1, 0.0, -0.1], [0.0, 0.0, 0.1], [0.0, 0.0, 0.0], [0.0, 0.0, 0.0], [0.0, 0.0, 0.0], [0.2, 0.0, 0.1], [0.0, 0.0, 0.0], [0.0, 0.0, 0.0], [0.0, 0.0, 0.0], [0.0, 0.0, 0.0], [-0.1, -0.2, 0.1], [0.0, 0.0, 0.0], [0.0, 0.0, 0.0], [0.1, 0.0, -0.1]],
  "mulliken_spin": [0.005, 0.001, 0.004, 0.001, 0.033, 0.039, 0.010, -0.005, 0.045, 0.001, 0.001, 0.625, 0.003, 0.083, 0.098, 0.029, 0.000, 0.000, 0.000, 0.001, -0.005, 0.003, 0.000, 0.020, 0.009, 0.000, 0.000, 0.000, 0.000, 0.000, 0.000, 0.000, 0.000, 0.000, 0.000, -0.001, 0.000, 0.000, 0.000, 0.000, 0.000, -0.001, -0.004, 0.008, -0.003, 0.000, 0.003, -0.001, 0.000, 0.000, 0.000, -0.001, 0.000, 0.001, -0.001]
}

[3]
{
  "formula": "C17H14N3OReS2",
  "method": "ωB97M-V/def2-TZVPD",
  "relative_energy_ev": 0.000,
  "multiplicity": 2,
  "orbital_gap_ev": [6.80, 6.92],
  "e_homo_ev": [-18.910, -18.898],
  "charge": 3,
  "species": ["Re", "C", "C", "C", "C", "N", "C", "C", "C", "C", "C", "C", "N", "C", "C", "C", "C", "C", "N", "H", "H", "H", "H", "H", "H", "H", "H", "H", "H", "H", "C", "O", "C", "S", "S", "H", "H", "H"],
  "positions_angstrom": [[-0.09132, 0.15419, -0.88705], [3.93074, -1.35992, -1.39002], [4.35798, -1.46953, -0.07704], [3.45811, -1.24730, 0.97019], [2.16962, -0.91458, 0.67955], [1.75559, -0.74911, -0.62626], [2.63399, -0.97749, -1.63887], [1.06730, -0.83510, 1.66680], [1.11117, -1.09201, 3.01975], [-0.09174, -1.14638, 3.71601], [-1.30713, -1.01500, 3.04474], [-1.27203, -0.75615, 1.69616], [-0.10140, -0.60190, 1.06760], [-2.38220, -0.76025, 0.71736], [-3.68347, -1.06479, 0.97349], [-4.57927, -1.21125, -0.09436], [-4.14177, -1.06674, -1.40192], [-2.83160, -0.72265, -1.62585], [-1.96724, -0.55686, -0.58522], [4.59477, -1.55390, -2.22131], [5.38269, -1.74290, 0.14256], [3.77524, -1.35915, 1.99829], [2.27241, -0.84786, -2.64676], [2.04954, -1.26390, 3.52985], [-0.08606, -1.34717, 4.78034], [-2.24430, -1.13003, 3.57258], [-4.01564, -1.21435, 1.99206], [-5.61596, -1.45279, 0.10611], [-4.80540, -1.21119, -2.24388], [-2.44662, -0.55901, -2.62345], [0.54266, 5.06757, -1.93794], [0.66631, 3.73318, -2.62151], [0.27973, 2.65995, -2.12876], [-0.43095, 2.40988, -0.53696], [0.47466, 1.15349, -2.95219], [1.42132, 5.61229, -2.24955], [0.51315, 4.91808, -0.86397], [-0.36288, 5.52059, -2.32057]],
  "forces_ev_per_a": [[-0.2, 0.2, -0.6], [0.1, -0.1, 0.0], [0.0, 0.0, 0.1], [0.5, -0.1, 0.0], [-0.5, 0.1, -0.2], [0.1, 0.4, 0.1], [-0.2, 0.0, 0.3], [0.2, 0.0, -0.3], [0.1, -0.1, 0.3], [0.0, 0.0, 0.0], [0.0, -0.1, 0.3], [-0.2, 0.1, -0.5], [0.0, 0.3, 0.0], [0.4, 0.1, -0.2], [-0.5, -0.1, 0.0], [0.0, 0.0, 0.2], [-0.2, 0.0, 0.0], [0.3, 0.1, 0.4], [0.1, 0.0, -0.1], [0.0, 0.0, 0.0], [0.0, 0.0, 0.0], [0.0, 0.0, 0.0], [0.0, 0.0, 0.0], [0.0, 0.0, 0.0], [0.0, 0.0, 0.0], [0.0, 0.0, 0.0], [0.0, 0.0, 0.0], [0.0, 0.0, 0.0], [0.0, 0.0, 0.0], [0.1, 0.0, 0.0], [0.0, -0.2, -0.1], [0.1, 0.5, 0.0], [-0.2, 0.1, -0.1], [0.5, -1.0, 0.3], [-0.1, -0.2, 0.2], [0.1, 0.0, -0.1], [0.0, 0.0, 0.0], [-0.1, 0.0, -0.1]],
  "mulliken_spin": [0.915, -0.001, 0.008, -0.007, 0.020, -0.034, 0.005, -0.001, -0.004, 0.003, -0.002, 0.013, -0.002, -0.005, 0.001, -0.006, -0.006, -0.030, 0.016, 0.001, 0.000, 0.000, 0.002, 0.000, 0.000, 0.000, 0.000, 0.000, 0.000, 0.006, 0.000, 0.001, 0.002, 0.027, 0.078, 0.000, 0.000, 0.000]
}